[1]
Computed, not measured: a structure of composition C12H30F4K3N2O14S4 at a distorted geometry, with the ωB97M-V functional and the def2-TZVPD basis.

Structure (ORCA input):
```
! RIJCOSX wB97M-V def2-TZVPD def2/J DEFGRID3
* xyz 1 1
K -4.83648 -1.45149 3.63681
K -6.70348 -4.29735 -0.50338
K -0.18083 -6.68334 -5.13731
N 0.36139 -3.49631 -8.44358
S -0.51227 -2.02343 -8.52135
O -1.40463 -1.92636 -9.68189
O -0.08806 -0.73960 -7.96248
F -1.64653 -2.41195 -7.37052
S 1.55136 -2.92258 -9.00763
O 2.60304 -2.47392 -8.08408
O 1.48234 -2.26768 -10.31388
F 2.03911 -4.34087 -9.51244
N -2.74802 -3.59281 0.05544
S -1.27475 -4.50424 0.34704
O -0.20913 -3.86915 1.09921
O -0.97456 -5.48398 -0.70510
F -1.98098 -5.42344 1.47794
S -2.18348 -2.85892 -1.16138
O -1.99539 -3.76596 -2.33028
O -1.24696 -1.74182 -1.08899
F -3.58346 -2.10203 -1.62591
C 7.48515 1.37652 -6.04173
O 7.51348 1.89254 -4.74070
C 6.93368 3.16349 -4.55658
C 5.43808 3.24922 -5.02570
O 4.70838 2.34705 -4.18844
C 3.34182 2.12985 -4.63517
H 8.54506 1.24471 -6.25926
H 7.28124 2.15483 -6.77709
H 6.83757 0.53497 -6.28781
H 7.57751 3.93523 -4.97847
H 7.04627 3.48355 -3.52073
H 5.36233 2.96056 -6.07405
H 4.99327 4.24210 -4.95899
H 2.96040 1.35230 -3.97333
H 3.42526 1.77659 -5.66295
H 2.81415 3.07729 -4.52544
C 1.80205 3.59037 1.00233
O 0.93312 3.20369 2.13828
C -0.42943 3.50262 1.69360
C -1.49900 3.01017 2.73350
O -1.33450 1.65223 3.14188
C -0.42618 1.31545 4.19053
H 1.73241 4.58012 0.55107
H 1.52159 2.88759 0.21775
H 2.88028 3.54106 1.15426
H -0.58427 2.93863 0.77381
H -0.56955 4.55682 1.45459
H -2.46409 3.17132 2.25319
H -1.54109 3.71177 3.56663
H 0.56483 1.76242 4.11170
H -0.20647 0.25331 4.29861
H -0.70246 1.77193 5.14101
C -5.34679 1.49009 7.57838
O -4.65953 0.22470 7.44332
C -5.03054 -0.61480 8.52490
C -3.89793 -1.59245 8.71405
O -3.81885 -2.42038 7.54625
C -2.90544 -3.41971 7.60675
H -5.19636 1.92807 8.56512
H -6.38929 1.48240 7.26019
H -5.03451 2.30581 6.92631
H -5.94780 -1.03719 8.11463
H -5.19684 -0.03199 9.43087
H -4.19563 -2.15272 9.60036
H -2.89149 -1.18763 8.60771
H -2.62973 -3.65175 6.57804
H -3.33699 -4.24579 8.17195
H -1.93141 -3.06974 7.94865
*
```

Values from the calculation:
LUMO in eV: -5.3
HOMO energy in eV: -9.682
Largest force on an atom in eV Å⁻¹: 12.94
Energy above the lowest of the compared OMol25 structures with the same formula, charge and spin in eV: 0.5033
Kohn-Sham gap in eV: 4.363
Electronic energy in eV: -147744.9761

***

[2]
Computed, not measured: a cluster of 10 separate species, C12H30FN9O21 in total at a distorted geometry, with the ωB97M-V functional and the def2-TZVPD basis.

Structure (ORCA input):
```
! RIJCOSX wB97M-V def2-TZVPD def2/J DEFGRID3
* xyz -1 2
C 1.29367 -0.82932 -0.56365
C 1.53280 -1.46163 0.81029
O 0.41886 -0.99118 1.52690
C -0.05793 0.09575 0.96369
O -0.95568 0.81001 1.45159
O 0.49500 0.28260 -0.19007
F 2.62362 -1.00131 1.35990
H 0.74621 -1.51402 -1.21140
H 2.22041 -0.51239 -1.04200
H 1.67666 -2.53880 0.72611
C -0.20844 3.17724 -1.18715
N 0.00438 3.35535 -2.63678
O 0.45524 2.33670 -3.21453
O -0.43586 4.34531 -3.22200
H -0.32284 4.17379 -0.76064
H 0.73525 2.74706 -0.85173
H -1.12610 2.58979 -1.15666
C -1.85721 0.17002 -3.56529
N -1.76526 -1.29600 -3.09651
O -1.59536 -1.52400 -1.88095
O -1.92886 -2.16663 -3.94629
H -1.42753 0.19244 -4.56678
H -1.31775 0.85321 -2.90929
H -2.87748 0.54329 -3.47679
C 6.20915 -1.91723 -2.20734
N 4.94747 -2.74823 -2.13346
O 5.03740 -3.76702 -2.82736
O 3.99213 -2.46654 -1.43927
H 5.98476 -0.85081 -2.22949
H 6.70615 -2.04294 -3.16926
H 6.78052 -2.24644 -1.33944
C 4.36997 2.62012 -3.91050
N 3.81792 2.73532 -2.54427
O 3.78050 1.70981 -1.88631
O 3.41047 3.83208 -2.15372
H 5.32358 2.10117 -4.00758
H 4.44415 3.65361 -4.24890
H 3.63901 2.06561 -4.49899
C -1.24743 -4.58374 -1.58822
N -1.50636 -4.22047 -0.14700
O -2.66496 -4.03846 0.20358
O -0.50838 -4.24534 0.62047
H -1.06411 -5.65730 -1.63247
H -0.26229 -4.20660 -1.86274
H -2.00280 -4.11456 -2.21861
C -2.02446 3.34607 2.71280
N -3.00638 4.31993 2.13797
O -4.03266 4.59964 2.72739
O -2.70605 4.86603 1.07714
H -1.39515 3.07589 1.86482
H -2.48635 2.49343 3.21054
H -1.34124 3.93789 3.32195
C 0.94250 1.24798 4.84980
N 0.19658 0.57635 5.97912
O -0.76875 -0.05724 5.71342
O 0.75270 0.52018 7.09057
H 0.93135 0.57015 3.99626
H 1.97048 1.52147 5.08757
H 0.42813 2.14117 4.49520
C -3.67889 -0.23841 0.40414
N -4.23483 0.53291 -0.76212
O -3.53897 1.25555 -1.44158
O -5.39958 0.43183 -0.96907
H -4.35563 -0.98163 0.82576
H -3.58073 0.57126 1.12727
H -2.69320 -0.66046 0.20828
C -1.56770 -2.43411 3.35017
N -3.02553 -2.58920 3.59449
O -3.71710 -1.52689 3.67419
O -3.44984 -3.73292 3.60557
H -1.15770 -3.30312 3.86479
H -1.26548 -1.49965 3.82296
H -1.30815 -2.43337 2.29152
*
```

Values from the calculation:
LUMO (alpha / beta) in eV: 1.4 / 1.4
HOMO energy (alpha / beta) in eV: -1.222 / -4.961
Largest force on an atom in eV Å⁻¹: 5.67
Kohn-Sham gap (alpha / beta) in eV: 2.576 / 6.316
Electronic energy in eV: -72031.0546

***

[3]
Computed, not measured: a structure of composition C12H30HfN2O12S2 at a distorted geometry, with the ωB97M-V functional and the def2-TZVPD basis.

Structure (ORCA input):
```
! RIJCOSX wB97M-V def2-TZVPD def2/J DEFGRID3
* xyz 0 1
Hf -0.12926 -0.66399 -0.03304
S 1.39224 -1.88316 2.23642
O 1.15226 -0.47186 1.80655
O 2.81301 -2.15083 2.29340
O 0.66638 -2.23570 3.43055
O 0.71826 -2.44635 1.02702
S -1.81348 0.18142 -2.42200
O -2.67703 -0.78648 -3.04992
O -1.98913 0.23314 -0.93618
O -0.42083 -0.33406 -2.26335
O -1.84801 1.48570 -3.02834
C -0.86390 1.43938 2.55750
O -1.35447 0.41923 1.65905
C -2.56781 -0.10895 2.19160
C -3.04995 -1.27230 1.35131
N -1.87147 -2.01286 0.87618
C -2.34573 -3.01857 -0.12602
C -1.25395 -3.67567 -0.91730
O -0.30846 -2.70136 -1.30991
C 0.36603 -2.99065 -2.51546
H 0.12283 1.75764 2.23843
H -0.79276 0.98286 3.54238
H -1.52657 2.30229 2.49452
H -3.33118 0.67231 2.25586
H -2.47120 -0.39111 3.24654
H -3.57444 -0.82848 0.50511
H -3.72490 -1.91900 1.91397
H -1.62588 -2.62007 1.65910
H -3.05954 -2.54733 -0.80172
H -2.87446 -3.79980 0.43119
H -1.81616 -4.09682 -1.75874
H -0.73602 -4.50412 -0.43004
H 1.03354 -3.84811 -2.38631
H 0.95315 -2.15437 -2.87930
H -0.34542 -3.20319 -3.31709
C 3.01753 -1.90268 -0.85780
O 2.07799 -0.84077 -0.95446
C 2.62175 0.25368 -1.67714
C 1.72355 1.47709 -1.61277
N 0.92396 1.53461 -0.34399
C 0.01899 2.69722 -0.46265
C 0.64563 4.03956 -0.10139
O 0.80090 4.04145 1.30142
C 1.28611 5.24430 1.84231
H 2.57645 -2.78275 -0.40263
H 3.90591 -1.61555 -0.29760
H 3.33903 -2.21083 -1.85971
H 2.92542 -0.01172 -2.68858
H 3.53142 0.58227 -1.15614
H 1.06287 1.49387 -2.48024
H 2.29284 2.40301 -1.71834
H 1.64675 1.80040 0.32730
H -0.88838 2.58723 0.13612
H -0.44754 2.76720 -1.44897
H 0.06165 4.87646 -0.48657
H 1.62895 4.07567 -0.59039
H 2.37265 5.36961 1.70195
H 1.16194 5.17563 2.92066
H 0.86790 6.13628 1.36767
*
```

Values from the calculation:
LUMO in eV: 0.4
HOMO energy in eV: -9.180
Largest force on an atom in eV Å⁻¹: 3.75
Energy above the lowest of the compared OMol25 structures with the same formula, charge and spin in eV: 0.7156
Kohn-Sham gap in eV: 9.537
Electronic energy in eV: -63461.9476

***

[4]
Computed, not measured: a structure of composition C12H30HfNO9 at a distorted geometry, with the ωB97M-V functional and the def2-TZVPD basis.

Structure (ORCA input):
```
! RIJCOSX wB97M-V def2-TZVPD def2/J DEFGRID3
* xyz 3 1
Hf 1.38993 -0.49188 -2.95713
N 0.18269 0.94124 -0.41974
O -0.52635 1.48688 0.35012
O 0.22273 -0.23126 -0.58923
O 0.84581 1.43635 -1.31120
C 4.48712 -5.26181 3.82511
O 3.48434 -4.32431 3.91867
C 3.78747 -2.94262 3.58664
C 2.50728 -2.09834 4.08227
O 2.30516 -0.97826 3.26580
C 1.43291 -1.12500 2.16157
H 4.83070 -5.18019 2.79391
H 4.13734 -6.26593 4.06494
H 5.25745 -4.98181 4.54366
H 3.90060 -2.83916 2.50748
H 4.70572 -2.55976 4.03198
H 2.75405 -1.64498 5.04231
H 1.63846 -2.71570 4.31055
H 1.10825 -0.18493 1.71552
H 0.54209 -1.72564 2.34539
H 1.87430 -1.75168 1.38662
C 3.04478 2.59836 -3.26355
O 2.06822 1.66069 -3.80310
C 1.46285 2.18584 -5.06636
C 0.21212 3.06015 -4.76364
O -0.43247 2.38316 -3.64726
C -1.61679 3.09284 -3.36038
H 2.56382 3.51508 -2.92237
H 3.85392 2.81564 -3.96082
H 3.48379 2.28534 -2.31624
H 1.13730 1.35537 -5.69282
H 2.20147 2.69705 -5.68378
H -0.36268 3.22416 -5.67512
H 0.59245 4.04174 -4.48092
H -1.28604 4.05963 -2.98086
H -2.27611 2.69979 -2.58649
H -2.14876 3.45912 -4.23842
C -4.72422 -0.05401 -1.03156
O -5.55408 -0.06870 0.13033
C -5.22046 0.78150 1.22728
C -3.90128 0.46366 1.84376
O -3.73954 -0.90057 2.12953
C -2.40100 -1.38487 2.21052
H -3.77268 -0.57485 -0.92489
H -4.61816 0.92765 -1.49329
H -5.24275 -0.59745 -1.82145
H -6.03434 0.68418 1.94576
H -5.30300 1.80537 0.86260
H -3.76922 1.04927 2.75356
H -3.07715 0.70560 1.17267
H -2.36176 -2.24478 2.87919
H -1.73969 -0.62269 2.62265
H -1.90657 -1.66450 1.28021
*
```

Values from the calculation:
LUMO in eV: -15.2
HOMO energy in eV: -17.011
Largest force on an atom in eV Å⁻¹: 10.24
Kohn-Sham gap in eV: 1.791
Electronic energy in eV: -34107.4867